Entry 1:
ORCA calculation (ωB97M-V/def2-TZVPD) on a structure of composition C34H43N3O4S5Si2Ti at a distorted geometry.

Geometry (Å):
1 Ti -0.59668 0.43925 0.30937
2 N -0.02557 -0.86657 -1.27096
3 C -0.72879 -0.14847 -2.28498
4 C -1.61398 -0.69459 -3.16241
5 C -2.22017 0.12773 -4.14413
6 C -1.90335 1.44727 -4.26933
7 C -0.97690 2.03316 -3.37314
8 C -0.53310 3.36773 -3.42719
9 C 0.36106 3.82664 -2.50509
10 C 0.76886 2.97501 -1.45898
11 N 0.36951 1.73420 -1.36506
12 C -0.44000 1.24177 -2.34598
13 H 0.98733 -0.80490 -1.40575
14 H -0.28884 -1.85313 -1.26002
15 H -1.82120 -1.75722 -3.12678
16 H -2.93176 -0.31989 -4.82720
17 H -2.35079 2.05774 -5.04493
18 H -0.91200 4.02288 -4.20400
19 H 0.71484 4.84852 -2.52315
20 H 1.39589 3.33780 -0.65305
21 C 4.26455 -0.50233 -2.30629
22 C 3.92109 0.68389 -1.41455
23 S 2.92809 0.37542 0.05002
24 C 3.95187 -0.74980 1.01037
25 C 3.90659 -2.24620 0.65538
26 S 2.25196 -2.87556 0.28319
27 C 2.51915 -3.81794 -1.23148
28 C 3.30046 -3.16918 -2.37869
29 S 2.85021 -1.48079 -2.88742
30 H 4.95365 -1.17425 -1.79952
31 H 4.78399 -0.11956 -3.18650
32 H 3.33609 1.41507 -1.97828
33 H 4.85090 1.17623 -1.11530
34 H 3.59204 -0.61144 2.02893
35 H 4.98531 -0.39376 0.97884
36 H 4.31405 -2.80503 1.49957
37 H 4.54334 -2.45319 -0.20094
38 H 1.50251 -4.05660 -1.55023
39 H 2.99995 -4.77225 -1.00246
40 H 3.16254 -3.79517 -3.26133
41 H 4.37107 -3.16180 -2.18020
42 C 1.40395 -1.06070 3.40453
43 Si -0.30055 -0.54936 2.72410
44 C -1.40787 -1.96651 3.30266
45 C -0.77880 0.86688 3.91749
46 C -1.13015 0.61953 5.25183
47 C -1.48911 1.64693 6.11556
48 C -1.49835 2.96181 5.65770
49 C -1.13491 3.22819 4.34388
50 C -0.77289 2.19905 3.46263
51 Si -0.13278 2.55628 1.71244
52 C 1.63058 3.16752 2.12192
53 C -1.01900 4.15463 1.18165
54 H 1.27301 -1.45949 4.41765
55 H 2.06532 -0.18642 3.47136
56 H 1.89931 -1.83380 2.80027
57 H -1.21219 -2.19419 4.35676
58 H -1.23742 -2.87579 2.71647
59 H -2.46299 -1.69687 3.19018
60 H -1.13950 -0.40150 5.62566
61 H -1.76553 1.42456 7.14128
62 H -1.78478 3.77030 6.32217
63 H -1.13766 4.26005 3.99453
64 H 1.55865 3.93635 2.90193
65 H 2.16589 3.60368 1.26723
66 H 2.24655 2.34598 2.50569
67 H -0.56957 5.04557 1.63951
68 H -2.07511 4.11292 1.46878
69 H -0.99789 4.28327 0.09410
70 O -0.22146 -5.69235 -2.11351
71 S -1.30410 -4.79566 -2.41844
72 O -1.52045 -4.45714 -3.80424
73 N -1.23959 -3.45130 -1.50413
74 C -2.32746 -3.27918 -0.75439
75 S -2.69863 -1.92136 0.13090
76 C -3.27457 -4.45861 -0.83930
77 C -4.44470 -4.67670 -0.13900
78 C -5.13351 -5.86315 -0.36342
79 C -4.65899 -6.80844 -1.27070
80 C -3.48100 -6.58926 -1.97295
81 C -2.81378 -5.40126 -1.72954
82 H -4.79472 -3.92992 0.56284
83 H -6.05027 -6.05989 0.17944
84 H -5.21434 -7.72540 -1.42858
85 H -3.09959 -7.31350 -2.68188
86 C -4.49836 1.23269 1.62219
87 O -3.12166 0.90246 1.43141
88 C -2.51091 1.22227 0.22148
89 O -3.12865 1.81330 -0.64403
90 H -5.10745 0.34816 1.43339
91 H -4.80456 2.03092 0.95227
92 H -4.60571 1.54053 2.66109

- energy above the lowest of the compared OMol25 structures with the same formula, charge and spin (kJ/mol) = 61.9
- charge = -1
- multiplicity = 2
- <S²> = 0.761
- E (eV) = -141665.8543

Löwdin population analysis, charges in e, atoms 1 to 8:
1 Ti 0.5417
2 N -0.0238
3 C -0.2549
4 C 0.0123
5 C -0.0456
6 C -0.0319
7 C -0.1471
8 C -0.0004



Entry 2:
ORCA calculation (ωB97M-V/def2-TZVPD) on a structure of composition C34H43N9O7PtS3.

Geometry (Å):
1 Pt -0.12043 -0.23472 -0.01835
2 C 2.67603 -0.80063 1.85123
3 N 1.73415 0.28912 1.54887
4 C 2.46684 1.47211 1.07033
5 C 0.95037 0.62446 2.75343
6 C -0.19300 1.53023 2.40768
7 C -0.63012 2.49943 3.30425
8 C -1.70887 3.31632 2.99330
9 C -2.34383 3.17749 1.76939
10 C -1.90355 2.21952 0.85914
11 C -0.83442 1.39886 1.17946
12 H 3.27372 -0.54339 2.73214
13 H 3.35541 -0.94532 1.01105
14 H 2.14032 -1.72218 2.04262
15 H 3.13979 1.83144 1.85546
16 H 1.76904 2.26822 0.81508
17 H 3.06082 1.21091 0.19786
18 H 1.60011 1.09109 3.50015
19 H 0.58111 -0.31241 3.17527
20 H -0.11673 2.61663 4.25344
21 H -2.04399 4.06442 3.70000
22 H -3.17817 3.81877 1.51138
23 H -2.40598 2.13784 -0.09406
24 C -2.40501 2.28341 -3.51943
25 C -2.25147 1.24186 -2.44974
26 O -1.14690 0.96997 -1.95515
27 N -3.35958 0.59484 -2.05542
28 C -3.25462 -0.49071 -1.09465
29 C -2.45076 -1.63872 -1.66141
30 C -3.00186 -2.47497 -2.61353
31 C -2.24250 -3.50082 -3.15126
32 C -0.94083 -3.66850 -2.71188
33 C -0.44516 -2.79110 -1.76807
34 N -1.17921 -1.79314 -1.25480
35 H -1.58623 2.99453 -3.45180
36 H -3.35486 2.81241 -3.43567
37 H -2.36686 1.79868 -4.49730
38 H -4.25001 0.83422 -2.45740
39 H -4.25717 -0.82380 -0.83542
40 H -2.77187 -0.11621 -0.19679
41 H -4.02900 -2.32514 -2.92373
42 H -2.66468 -4.16553 -3.89394
43 H -0.30958 -4.47013 -3.06966
44 H 0.55499 -2.92004 -1.38834
45 C 2.50686 4.04334 -8.05056
46 C 3.42488 4.22438 -6.84468
47 S 4.06866 2.67522 -6.22492
48 O 5.41734 2.87839 -5.76598
49 O 3.75448 1.61224 -7.14358
50 C 3.08430 2.35100 -4.74774
51 C 3.69748 1.08286 -4.16979
52 N 2.96910 0.43518 -3.04195
53 C 1.92507 0.87398 -2.30470
54 N 1.55485 -0.08167 -1.44024
55 C 2.40175 -1.14199 -1.59622
56 C 3.26191 -0.83851 -2.58375
57 N 4.35712 -1.68532 -3.01537
58 O 5.02589 -1.33027 -3.96046
59 O 4.51967 -2.69054 -2.35489
60 C 1.37106 2.25987 -2.28464
61 H 2.05816 5.00141 -8.31200
62 H 1.70706 3.33077 -7.84611
63 H 3.06306 3.67596 -8.91055
64 H 2.91696 4.69603 -6.00030
65 H 4.32043 4.80230 -7.07316
66 H 2.05737 2.21291 -5.08875
67 H 3.17920 3.22398 -4.10434
68 H 4.71659 1.27908 -3.84946
69 H 3.75619 0.34170 -4.95923
70 H 2.36939 -2.04444 -1.00481
71 H 0.81217 2.49609 -3.18661
72 H 2.17100 2.98749 -2.16112
73 H 0.68994 2.33915 -1.44527
74 N 5.54310 -5.21939 3.90024
75 C 4.42686 -5.10691 3.14136
76 C 3.17526 -5.50296 3.65074
77 C 2.04474 -5.40357 2.87882
78 C 2.13931 -4.89576 1.58008
79 C 3.37428 -4.49828 1.05391
80 C 4.50324 -4.59959 1.82825
81 S 0.73198 -4.77732 0.60363
82 O -0.29096 -5.67403 1.06498
83 O 1.08999 -4.72623 -0.78222
84 N 0.21937 -3.19901 0.91508
85 C -0.83816 -2.88982 1.58068
86 S -2.03142 -3.94129 2.38616
87 C -2.89073 -2.56717 2.84981
88 C -2.30623 -1.39506 2.37127
89 N -1.18333 -1.56527 1.69162
90 H 5.51093 -5.65427 4.80333
91 H 6.44750 -5.01458 3.51863
92 H 3.11406 -5.91406 4.65164
93 H 1.08905 -5.74329 3.26036
94 H 3.43815 -4.15243 0.02776
95 H 5.46860 -4.32036 1.42143
96 H -3.79729 -2.64141 3.43410
97 H -2.68050 -0.39054 2.53475

- energy above the lowest of the compared OMol25 structures with the same formula, charge and spin (kJ/mol) = 62.0
- charge = +2
- multiplicity = 5
- <S²> = 6.033
- E (eV) = -99431.9396

Löwdin population analysis, charges in e, atoms 1 to 8:
1 Pt 1.4154
2 C -0.0611
3 N -0.3115
4 C -0.0609
5 C -0.1708
6 C -0.2706
7 C -0.0198
8 C -0.0554